[1]
C35H45AsN5O2PtS2 | the ωB97M-V functional and the def2-TZVPD basis

Its molar mass is 901.91 g/mol. As for the lowest unoccupied orbital energy: -2.98 eV. For the relative energy (zero: lowest compared OMol25 entry of this formula, charge and spin), the calculation gives 4.8 kJ/mol. As for the orbital gap: 8.440 eV. Its spin multiplicity is 1. The net charge is +1. The HOMO energy is -11.417 eV.

The geometry in XYZ format:
```
91
Properties=species:S:1:pos:R:3:forces:R:3:lowdin_charge:R:1
Pt 0.7263 0.0691 -0.1435 0.2339 0.0723 -0.0320 0.8495
C -2.3224 5.4841 -1.5606 0.0307 -0.0464 -0.0289 -0.0628
C -1.4740 5.2363 -0.3226 -0.0257 0.0836 0.0453 -0.1967
N -0.3126 4.3857 -0.6090 -0.0274 -0.0068 -0.0707 -0.1221
C 0.8895 5.0730 -1.0841 0.0487 0.0398 0.0942 -0.2394
C 1.8474 5.4048 0.0480 0.1011 0.0192 -0.0394 -0.0654
C -0.4305 3.0588 -0.5697 0.1211 -0.1838 -0.2408 -0.6374
S 1.0277 2.1707 -1.0196 -0.0882 0.0624 0.1297 0.6918
N -1.6317 2.5843 -0.2951 -0.1629 0.0337 -0.0735 0.1300
C -2.0458 1.3327 -0.1313 0.1886 0.0677 0.1506 -0.4222
O -1.3519 0.3314 0.1883 -0.3093 -0.1872 0.0861 -0.2143
C -3.5098 1.1071 -0.2582 0.0239 -0.0323 -0.0004 -0.1444
C -4.0033 -0.1956 -0.2091 -0.0025 -0.0257 0.0328 -0.0289
C -5.3613 -0.4274 -0.3435 -0.0166 0.0017 0.0083 -0.0673
C -6.2338 0.6391 -0.5220 0.0244 0.0034 -0.0042 -0.0636
C -5.7458 1.9384 -0.5678 -0.0082 -0.0158 -0.0093 -0.0604
C -4.3868 2.1729 -0.4385 -0.0129 0.0637 -0.0325 -0.0141
H -3.1669 6.1275 -1.3149 -0.0024 0.0032 0.0118 0.0837
H -2.7042 4.5419 -1.9564 0.0191 0.0386 0.0212 0.0674
H -1.7442 5.9772 -2.3429 -0.0002 -0.0010 -0.0093 0.0762
H -2.0608 4.7655 0.4609 -0.0006 0.0151 0.0065 0.1107
H -1.0799 6.1736 0.0737 -0.0038 -0.0025 -0.0141 0.1234
H 0.5526 5.9832 -1.5804 -0.0221 0.0106 0.0186 0.1240
H 1.3807 4.4720 -1.8484 -0.0245 0.0126 0.0082 0.0813
H 1.3550 5.9901 0.8255 -0.0148 -0.0089 -0.0046 0.0833
H 2.6858 5.9875 -0.3337 0.0077 0.0026 0.0171 0.0862
H 2.2432 4.4909 0.4937 -0.0089 0.0855 -0.0556 0.0353
H -3.3149 -1.0189 -0.0666 -0.0048 0.0270 -0.0082 0.1157
H -5.7430 -1.4392 -0.3055 -0.0045 0.0010 0.0019 0.1086
H -7.2955 0.4572 -0.6239 -0.0027 0.0005 0.0020 0.1098
H -6.4255 2.7686 -0.7038 -0.0065 0.0010 -0.0006 0.1092
H -3.9946 3.1808 -0.4755 -0.0173 -0.0497 0.0186 0.0971
C -1.3703 -4.9665 -3.3995 -0.0165 0.0137 0.0008 -0.0628
C -2.1580 -3.8550 -2.7246 -0.0214 0.0064 0.0045 -0.1941
N -1.4972 -2.5486 -2.8677 -0.0198 -0.0245 0.0855 -0.1121
C -1.9216 -1.7409 -4.0162 0.0181 0.0572 -0.0100 -0.2340
C -3.0827 -0.8235 -3.6671 -0.0087 -0.0185 -0.0345 -0.0590
C -0.5696 -2.1558 -2.0028 0.0801 -0.1165 -0.0262 -0.6237
S 0.1881 -0.6180 -2.3120 -0.0013 0.0488 -0.0063 0.7469
N -0.2281 -3.0468 -1.0620 -0.0834 0.0609 0.0623 0.1369
C 0.3621 -2.8751 0.0928 0.0793 0.0477 -0.0529 -0.3929
O 0.6020 -1.7797 0.7194 -0.0997 -0.1315 -0.0346 -0.2270
C 0.7849 -4.1063 0.8195 -0.0200 0.0535 -0.0271 -0.1329
C 1.5934 -4.0025 1.9505 -0.0170 -0.0446 -0.0294 -0.0250
C 2.0024 -5.1429 2.6215 -0.0001 -0.0017 -0.0038 -0.0639
C 1.5999 -6.3934 2.1720 0.0107 0.0006 0.0045 -0.0651
C 0.7928 -6.5020 1.0482 -0.0069 0.0032 -0.0076 -0.0606
C 0.3881 -5.3633 0.3714 -0.0056 -0.0165 -0.0067 -0.0147
H -1.9095 -5.9101 -3.3139 0.0076 0.0030 0.0036 0.0833
H -0.3918 -5.0785 -2.9348 0.0103 0.0046 -0.0032 0.0665
H -1.2290 -4.7561 -4.4603 0.0087 -0.0039 -0.0025 0.0782
H -2.3078 -4.0601 -1.6673 0.0287 -0.0054 -0.0199 0.1140
H -3.1409 -3.7486 -3.1843 -0.0155 0.0024 0.0155 0.1208
H -2.1958 -2.4429 -4.8039 -0.0237 -0.0118 0.0086 0.1248
H -1.0748 -1.1686 -4.3902 -0.0062 -0.0289 -0.0021 0.0791
H -3.9366 -1.3906 -3.2930 0.0131 0.0042 0.0068 0.0774
H -3.4047 -0.2726 -4.5509 0.0105 -0.0059 -0.0024 0.0866
H -2.7844 -0.1059 -2.9031 -0.0108 -0.0029 0.0008 0.0553
H 1.9042 -3.0266 2.2938 -0.0014 0.0410 0.0055 0.0909
H 2.6354 -5.0589 3.4950 -0.0045 0.0010 0.0014 0.1085
H 1.9169 -7.2844 2.6978 -0.0011 0.0016 0.0014 0.1104
H 0.4772 -7.4763 0.7002 0.0032 0.0010 -0.0035 0.1099
H -0.2401 -5.4364 -0.5052 -0.0045 0.0024 0.0052 0.0989
C 2.6849 -0.3659 -0.6606 0.0575 0.0424 0.0341 -0.3159
C 3.7338 -0.0905 0.3628 -0.0261 -0.0698 0.0413 -0.3080
C 4.3357 -1.1466 1.0465 0.0111 0.1075 0.0196 -0.0344
C 5.3362 -0.9140 1.9765 0.0405 -0.0021 -0.0708 -0.0173
C 5.7572 0.3897 2.2249 0.0146 -0.0063 0.0001 -0.2398
C 5.1725 1.4550 1.5389 -0.0121 0.0316 0.0008 -0.0271
C 4.1627 1.2119 0.6265 0.0941 0.0118 -0.1168 -0.0618
C 6.7867 0.6416 3.1968 0.0169 -0.0242 0.0036 -0.1748
N 7.5993 0.8393 3.9842 -0.0119 0.0121 -0.0068 0.1710
H 2.6683 -1.4262 -0.9113 0.0076 0.0019 -0.0007 0.0610
H 2.8899 0.1843 -1.5803 0.0060 0.0055 0.0342 0.0481
H 4.0201 -2.1615 0.8394 -0.0065 -0.0405 0.0012 0.1177
H 5.8028 -1.7358 2.5027 -0.0044 -0.0016 0.0036 0.1280
H 5.5160 2.4634 1.7286 -0.0005 -0.0024 -0.0030 0.1265
H 3.7127 2.0386 0.0867 0.0151 -0.0094 0.0221 0.0909
C 2.3841 0.1537 3.3326 -0.0651 -0.0466 0.0467 -0.2240
As 0.9491 0.7792 2.2112 0.0150 0.1107 -0.0343 1.0715
C 0.9192 2.6841 2.5405 0.0287 0.0015 -0.1394 -0.2404
C -0.6035 0.1195 3.1446 0.0208 -0.0300 0.0233 -0.2388
H 2.1447 0.4492 4.3541 -0.0018 0.0041 0.0037 0.0525
H 3.3314 0.5904 3.0314 -0.0727 -0.0080 0.0435 0.0112
H 2.4438 -0.9301 3.2750 -0.0015 -0.0052 -0.0058 0.0328
H 1.0268 2.8572 3.6100 -0.0181 -0.0074 0.0172 0.0477
H -0.0296 3.0968 2.1935 0.0674 -0.0239 0.0186 0.0331
H 1.7393 3.1652 2.0062 -0.0884 -0.0960 0.0891 0.0095
H -0.5404 0.4280 4.1872 -0.0192 -0.0099 0.0093 0.0462
H -0.6070 -0.9671 3.0767 -0.0014 0.0010 -0.0014 0.0397
H -1.5105 0.5041 2.6877 0.0000 0.0279 0.0044 0.0298
```
Positions in Å, forces in eV/Å.

[2]
C35H45BNO3S | the ωB97M-V functional and the def2-TZVPD basis

Its molar mass is 570.63 g/mol. As for the lowest unoccupied orbital energy: 2.10 eV. As for the orbital gap: 6.631 eV. Its spin multiplicity is 1. The net charge is -1. The HOMO energy is -4.534 eV.

The geometry in XYZ format:
```
86
Properties=species:S:1:pos:R:3:forces:R:3:lowdin_charge:R:1
C 3.6426 -3.2794 4.3534 0.4900 -0.0816 0.2628 -0.1066
C 3.3773 -4.4296 3.4007 0.0532 0.2516 -0.1553 -0.3077
N 2.3513 -4.0721 2.4178 -0.2102 -0.2896 0.3173 0.0061
B 0.9877 -3.6116 2.8706 0.3944 0.8637 -0.6070 -0.7770
O 0.9648 -2.2453 3.4516 -0.1226 -0.4305 0.1338 -0.1476
C 0.0226 -1.3538 2.9356 0.1298 0.2723 0.0764 -0.3276
C -0.2007 -0.1927 3.9087 -0.1935 -0.2335 -0.0581 -0.0693
S 0.2124 -4.7926 4.2098 -0.1140 -0.1389 -0.0045 0.6463
C -1.4233 -4.1311 4.5050 0.0271 0.3492 0.0343 -0.1775
O 0.0109 -6.1220 3.6339 -0.0775 -0.2672 -0.0954 -0.4082
O 0.8628 -4.7519 5.5176 0.1694 0.0229 0.3133 -0.3918
H 4.1359 -2.4539 3.8381 -0.1410 0.0913 -0.0635 0.0621
H 4.3164 -3.6057 5.1517 0.0125 -0.0384 -0.0028 0.0701
H 2.7312 -2.9279 4.8246 -0.0891 0.0246 -0.0065 0.0552
H 3.1453 -5.3253 3.9892 -0.2287 -0.0313 -0.0106 0.0973
H 4.3046 -4.6502 2.8594 0.0356 -0.0491 -0.0067 0.0971
H 2.2257 -4.8530 1.7875 0.0409 0.0057 -0.1172 0.0816
H 0.1965 -3.6997 1.9366 -0.0525 -0.1550 0.1246 0.0944
H -0.9394 -1.8399 2.7407 -0.0015 -0.1322 -0.0690 0.0968
H 0.3924 -0.9637 1.9761 -0.1707 0.0716 -0.1397 0.1019
H 0.4466 0.6569 3.7009 0.0432 0.0218 0.0997 0.0507
H -0.0068 -0.5594 4.9161 0.0648 0.0570 0.0821 0.0792
H -1.2410 0.1356 3.8766 -0.0054 0.1448 -0.0711 0.0642
H -1.2891 -3.1396 4.9354 -0.0386 0.0205 0.0338 0.0512
H -1.9227 -4.7828 5.2167 -0.0406 -0.1220 -0.0193 0.0562
H -1.9605 -4.0536 3.5633 -0.0837 -0.1260 -0.0333 0.0500
C -3.2624 -2.1115 -1.9919 -0.0792 0.0241 0.0152 -0.1231
C -3.0493 -3.1597 -1.1050 0.0063 -0.0053 -0.0056 -0.1057
C -1.8848 -3.2072 -0.3496 -0.0404 -0.0451 -0.0199 -0.0798
C -0.9341 -2.2051 -0.4850 0.0944 0.0164 0.0204 -0.0831
C -1.1503 -1.1552 -1.3661 -0.0069 0.0280 -0.0239 -0.1040
C -2.3162 -1.1043 -2.1190 0.0005 -0.0124 -0.0248 -0.1163
H -4.1655 -2.0829 -2.5895 -0.0113 0.0100 0.0079 0.0978
H -3.7896 -3.9441 -1.0057 -0.0095 0.0016 0.0065 0.0989
H -1.7094 -4.0183 0.3460 0.0230 0.0092 0.0108 0.1014
H -0.0308 -2.2431 0.1096 -0.0047 -0.0570 0.0053 0.0882
H -0.4116 -0.3683 -1.4580 0.0034 0.0048 -0.0192 0.1013
H -2.4826 -0.2855 -2.8082 -0.0007 0.0073 0.0039 0.1008
C -1.3590 -4.4459 -7.0927 0.0008 -0.0006 -0.0101 -0.1094
C -2.4717 -4.7336 -6.3145 -0.0098 -0.0007 -0.0013 -0.1049
C -2.4693 -4.4281 -4.9604 -0.0240 -0.0034 -0.0021 -0.0909
C -1.3577 -3.8323 -4.3828 0.0697 -0.0167 0.0262 -0.0804
C -0.2454 -3.5447 -5.1615 0.0013 0.0065 -0.0249 -0.0855
C -0.2452 -3.8517 -6.5153 0.0023 0.0084 -0.0030 -0.1037
H -1.3593 -4.6855 -8.1486 0.0000 -0.0016 -0.0054 0.0945
H -3.3410 -5.1972 -6.7640 -0.0027 -0.0069 -0.0012 0.0954
H -3.3350 -4.6544 -4.3505 -0.0019 0.0058 0.0080 0.0989
H -1.3560 -3.5947 -3.3278 0.0026 0.0077 0.0240 0.0835
H 0.6209 -3.0788 -4.7098 0.0075 -0.0068 0.0098 0.1027
H 0.6241 -3.6289 -7.1211 0.0032 0.0042 -0.0029 0.0961
C 4.2193 1.9889 2.1779 -0.0121 0.0108 -0.0199 -0.1092
C 4.6309 2.6081 3.3500 0.0150 0.0255 -0.0054 -0.1163
C 4.2928 2.0573 4.5788 -0.0119 -0.0070 0.0207 -0.1073
C 3.5456 0.8884 4.6343 0.0360 0.0588 -0.0109 -0.0809
C 3.1330 0.2678 3.4634 -0.0405 -0.1521 -0.0180 -0.0897
C 3.4707 0.8206 2.2356 0.0108 0.0447 0.0059 -0.0821
H 4.4840 2.4162 1.2184 0.0054 0.0069 -0.0076 0.0926
H 5.2170 3.5179 3.3060 0.0007 0.0083 -0.0001 0.0912
H 4.6131 2.5396 5.4942 0.0096 0.0049 0.0055 0.0932
H 3.2841 0.4547 5.5911 -0.0093 -0.0193 0.0054 0.1061
H 2.5542 -0.6495 3.5077 0.0596 0.0091 -0.0149 0.0822
H 3.1506 0.3339 1.3229 0.0049 -0.0317 -0.0059 0.1029
C -0.9773 2.6493 0.1805 0.0230 -0.0120 0.0110 -0.0851
C -2.1991 2.0770 -0.1451 -0.0134 -0.0474 0.0339 -0.0942
C -3.1609 2.8245 -0.8099 -0.0006 0.0082 -0.0144 -0.0958
C -2.8998 4.1444 -1.1517 -0.0038 0.0067 -0.0085 -0.1035
C -1.6777 4.7167 -0.8270 -0.0084 0.0180 -0.0001 -0.0992
C -0.7169 3.9694 -0.1598 0.0089 0.0057 -0.0013 -0.0911
H -0.2294 2.0642 0.7010 0.0043 -0.0035 0.0155 0.1010
H -2.3976 1.0458 0.1168 -0.0053 -0.0035 0.0008 0.0969
H -4.1137 2.3764 -1.0622 -0.0031 -0.0080 -0.0032 0.0992
H -3.6500 4.7270 -1.6725 -0.0054 0.0030 -0.0024 0.0926
H -1.4727 5.7449 -1.0968 0.0208 0.0001 -0.0074 0.0770
H 0.2357 4.4158 0.0954 0.0085 -0.0023 0.0014 0.1007
C -0.8198 8.3375 -2.6266 -0.0069 0.0026 0.0125 -0.1022
C 0.3141 8.8970 -3.1984 0.0090 0.0066 0.0063 -0.0971
C 0.5337 8.7770 -4.5632 0.0068 0.0032 -0.0056 -0.0999
C -0.3816 8.0998 -5.3566 0.0035 0.0025 -0.0089 -0.0989
C -1.5159 7.5410 -4.7850 -0.0057 -0.0058 -0.0089 -0.0937
C -1.7340 7.6588 -3.4200 -0.0202 -0.0006 0.0134 -0.1019
H -0.9898 8.4284 -1.5613 -0.0002 0.0006 0.0060 0.1002
H 1.0279 9.4248 -2.5793 0.0072 -0.0020 0.0054 0.0994
H 1.4208 9.2087 -5.0085 0.0037 0.0056 -0.0028 0.0984
H -0.2092 8.0048 -6.4209 0.0018 -0.0031 -0.0063 0.0987
H -2.2285 7.0103 -5.4029 -0.0018 -0.0101 -0.0016 0.1004
H -2.6158 7.2178 -2.9729 -0.0064 -0.0026 -0.0017 0.0955
```
Positions in Å, forces in eV/Å.

no.,energy (Eh)
1,-4936.325706
2,-2064.287525